DFT (ωB97M-V/def2-TZVPD) results for a molecular structure, C8H28N9O6Sn at a distorted geometry.

Atoms and positions in Å:
Sn -6.764 17.011 -6.055
O -11.373 13.505 -1.062
O -13.885 16.010 -6.028
O -9.371 18.307 -7.615
O -9.011 15.110 -5.821
O -6.964 10.885 -4.004
O -10.393 10.769 -8.445
N -10.419 11.261 0.662
N -10.228 12.909 -9.020
N -10.340 17.830 -9.484
N -7.982 12.773 -3.387
N -9.737 12.389 -7.086
N -10.066 16.216 -8.112
N -12.501 14.357 -6.106
N -6.326 11.977 -2.232
N -11.677 16.219 -5.628
C -7.071 11.825 -3.261
C -11.698 9.745 -0.610
C -10.096 11.908 -8.201
C -11.930 12.224 -0.984
C -11.238 14.041 -2.355
C -9.925 17.509 -8.317
C -11.057 11.119 -0.598
C -12.782 15.594 -5.912
H -12.339 9.483 0.232
H -10.868 15.844 -8.601
H -10.004 12.182 0.653
H -12.226 9.458 -1.520
H -5.589 11.320 -2.020
H -9.822 13.800 -8.772
H -8.068 13.487 -2.678
H -10.535 13.503 -2.992
H -11.785 17.218 -5.529
H -11.664 13.860 -5.837
H -9.176 15.225 -4.865
H -10.879 17.073 -9.881
H -10.146 18.712 -9.937
H -11.034 11.246 1.463
H -10.212 11.004 -1.277
H -9.324 11.774 -6.399
H -12.436 11.913 -1.898
H -9.436 13.333 -6.889
H -12.644 12.197 -0.161
H -10.803 12.804 -9.844
H -13.298 13.916 -6.543
H -8.643 12.753 -4.151
H -10.707 14.969 -2.145
H -6.394 12.900 -1.827
H -10.989 8.926 -0.486
H -12.125 14.395 -2.881
H -10.773 15.769 -5.598
H -9.762 15.750 -7.269

The calculation puts the frontier orbital gap (spin up / spin down) at 3.53 / 2.95 eV. The net charge is +2. For the lowest unoccupied orbital energy (spin up / spin down), the calculation gives -0.3696 / -0.3910 Eh. The total energy comes out at -40255.9970 eV. As for the expectation value of S²: 0.7548. As for the spin multiplicity: 2.

Results of the Löwdin charge analysis, in e, for atoms 1 through 8: 1.61 -0.10 0.10 0.01 -0.45 0.07 0.09 0.32